ORCA calculation (the ωB97M-V functional and the def2-TZVPD basis) on one molecule with the formula C12H21N7O3.

Geometry (Å):
H -0.579 -3.310 2.173
N -0.784 -3.085 3.354
C -1.668 -2.197 3.688
N -1.808 -1.843 5.204
N -2.659 -1.448 2.932
C -3.259 -1.775 1.596
C -2.936 -0.682 0.679
C -1.359 -0.748 0.481
C -0.983 0.501 -0.336
N 0.325 0.381 -1.005
C 0.538 -0.793 -1.713
O -0.285 -1.572 -2.046
C 2.033 -0.656 -2.236
N 2.385 -2.089 -2.533
C 2.195 0.659 -3.070
C 2.752 1.771 -2.248
C 3.544 2.644 -2.832
N 3.557 3.743 -2.030
C 2.834 3.428 -0.863
N 2.274 2.134 -0.935
C -1.221 1.815 0.458
O -2.471 2.163 0.765
O -0.014 2.491 1.024
H -2.934 -1.783 5.405
H -1.417 -2.730 5.638
H -3.374 -0.777 3.618
H -4.300 -2.027 1.718
H -2.896 -2.750 1.168
H -3.537 -0.949 -0.261
H -3.396 0.165 1.193
H -0.918 -1.798 0.226
H -0.990 -0.343 1.500
H -1.830 0.746 -0.967
H 0.878 1.120 -1.201
H 2.616 -0.558 -1.243
H 1.481 -2.602 -2.991
H 2.704 -2.511 -1.623
H 1.215 1.230 -3.231
H 2.834 0.416 -3.968
H 4.157 2.348 -3.625
H 3.758 4.843 -2.293
H 2.505 4.331 -0.203
H 1.033 2.099 0.633

Output
Frontier orbital gap: 8.901 eV
SMILES: [H]/N=C(/N)NCCC[C@H](NC(=O)[C@@H](N)Cc1c[nH]cn1)C(=O)O
Charge: 0

What are the Löwdin partial charges on each atom? They are as follows, in elementary charge units:
1 H 0.1328
2 N 0.0350
3 C -0.5161
4 N 0.0008
5 N -0.0268
6 C -0.2780
7 C -0.2081
8 C -0.1058
9 C -0.2496
10 N 0.1027
11 C -0.4625
12 O 0.0991
13 C -0.2710
14 N -0.0172
15 C -0.0762
16 C -0.3340
17 C -0.1128
18 N 0.0184
19 C -0.1030
20 N 0.0610
21 C -0.2512
22 O -0.0112
23 O -0.0722
24 H 0.1122
25 H 0.0676
26 H 0.2120
27 H 0.1022
28 H 0.1234
29 H 0.1477
30 H 0.1023
31 H 0.1398
32 H 0.1370
33 H 0.1362
34 H -0.0019
35 H 0.1540
36 H 0.1297
37 H 0.0819
38 H 0.1554
39 H 0.1421
40 H 0.1164
41 H 0.2356
42 H 0.1556
43 H 0.1966

ORCA calculation (the ωB97M-V functional and the def2-TZVPD basis) on an isolated ion of composition C12H21OS and charge +1.

Geometry (Å):
C 0.180 0.947 0.867
C -1.039 0.344 0.401
C 1.410 0.649 0.492
C -2.267 0.871 0.153
C -3.860 2.711 0.087
C -3.350 -0.081 -0.075
C -1.473 3.326 -0.035
C 1.921 -2.182 0.944
C 2.328 -2.911 -1.431
C 4.039 -1.464 -0.357
C -2.482 2.255 0.092
C 2.569 -1.857 -0.405
O 0.225 -0.822 -1.330
S 1.620 -0.349 -1.096
H 0.029 1.814 1.607
H -1.000 -0.760 0.321
H 2.327 1.085 1.099
H -4.127 3.790 0.280
H -4.387 2.402 -0.820
H -4.559 2.049 0.822
H -3.006 -1.122 -0.196
H -3.769 0.176 -1.133
H -4.100 0.028 0.680
H -2.004 4.203 0.216
H -1.137 3.314 -1.069
H -0.523 3.131 0.482
H 0.902 -2.120 0.902
H 2.234 -3.318 1.140
H 2.383 -1.638 1.794
H 2.334 -3.971 -1.139
H 3.023 -2.866 -2.247
H 1.364 -2.590 -1.850
H 4.533 -2.305 0.016
H 4.469 -1.229 -1.315
H 4.151 -0.584 0.376

Output
Frontier orbital gap: 6.902 eV
Charge: +1

What are the Löwdin partial charges on each atom? They are as follows, in elementary charge units:
1 C -0.1618
2 C 0.0137
3 C -0.1850
4 C -0.2598
5 C -0.0282
6 C -0.0364
7 C 0.0198
8 C -0.0688
9 C -0.0909
10 C -0.0709
11 C -0.1753
12 C -0.7002
13 O -0.5218
14 S 1.0305
15 H 0.1534
16 H 0.1256
17 H 0.1466
18 H 0.1188
19 H 0.1123
20 H 0.1615
21 H 0.1058
22 H 0.1409
23 H 0.0794
24 H 0.0803
25 H 0.1345
26 H 0.0813
27 H 0.0309
28 H 0.1462
29 H 0.0958
30 H 0.1086
31 H 0.0833
32 H 0.0644
33 H 0.0742
34 H 0.0830
35 H 0.1084

ORCA calculation (the ωB97M-V functional and the def2-TZVPD basis) on C12H22BBaN4O2S2 as an isolated structure.

Geometry (Å):
Ba -0.202 -0.948 -0.943
C 1.332 3.754 -3.089
N 1.776 3.361 -1.769
C 2.977 3.684 -1.173
C 2.967 3.117 0.053
N 1.766 2.463 0.222
B 1.470 1.506 1.424
N 0.036 1.781 1.951
C -0.362 3.031 2.373
C -1.646 2.958 2.778
N -2.038 1.648 2.607
C -3.339 1.099 2.921
C -1.000 0.943 2.097
S -1.114 -0.741 1.789
C 1.053 2.598 -0.910
S -0.528 2.030 -1.260
H 2.172 4.175 -3.636
H 0.534 4.492 -3.022
H 0.944 2.888 -3.620
H 3.719 4.287 -1.666
H 3.707 3.143 0.832
H 1.570 0.363 1.026
H 2.262 1.744 2.289
H 0.311 3.870 2.350
H -2.311 3.703 3.177
H -3.994 1.906 3.239
H -3.261 0.366 3.722
H -3.758 0.610 2.044
C 2.190 -3.707 -1.750
O 1.175 -3.307 -0.829
C 0.282 -4.360 -0.457
C -0.908 -4.438 -1.404
O -1.771 -3.311 -1.277
C -2.823 -3.490 -0.322
H 2.848 -4.449 -1.296
H 2.773 -2.822 -1.996
H 1.765 -4.122 -2.668
H -0.059 -4.132 0.555
H 0.805 -5.319 -0.444
H -1.456 -5.367 -1.225
H -0.555 -4.438 -2.438
H -3.425 -4.364 -0.578
H -3.450 -2.603 -0.368
H -2.434 -3.601 0.693

Output
Frontier orbital gap: 7.528 eV
Charge: +1

What are the Löwdin partial charges on each atom? They are as follows, in elementary charge units:
1 Ba 1.5866
2 C -0.0372
3 N -0.1270
4 C -0.0349
5 C -0.0500
6 N -0.0138
7 B -0.4714
8 N -0.0192
9 C -0.0470
10 C -0.0263
11 N -0.1202
12 C -0.0365
13 C -0.7599
14 S 0.4235
15 C -0.7441
16 S 0.4565
17 H 0.0952
18 H 0.0976
19 H 0.0732
20 H 0.1249
21 H 0.1244
22 H 0.0293
23 H 0.0843
24 H 0.1321
25 H 0.1266
26 H 0.0951
27 H 0.0929
28 H 0.0812
29 C -0.0715
30 O -0.3906
31 C -0.1851
32 C -0.1902
33 O -0.3437
34 C -0.0829
35 H 0.1050
36 H 0.0954
37 H 0.0968
38 H 0.1339
39 H 0.1409
40 H 0.1399
41 H 0.1312
42 H 0.1020
43 H 0.0944
44 H 0.0887

For reference, energy above the lowest of the compared OMol25 structures with the same formula, charge and spin by record: 220.42 73.41 6.33 kcal per mole.
For reference, HOMO energy by record: -8.77 -12.35 -10.42 eV.
For reference, E_tot by record: -29350.316 -25656.606 -45895.211 eV.